No. 1
DFT (the ωB97M-V functional and the def2-TZVPD basis) results for C13H8AsBaNO10S as an isolated structure.

Properties
- lowest unoccupied orbital energy (eV) = 4.71
- relative energy (zero: lowest compared OMol25 entry of this formula, charge and spin) (kcal/mol) = 2.0
- charge = -2

Structure (XYZ):
```
35
Properties=species:S:1:pos:R:3:forces:R:3
Ba 0.18088 0.52488 -0.15030 0.883 -0.153 -0.190
O 3.27991 0.60693 -3.93294 -0.034 0.050 -0.041
C 2.70324 0.71922 -2.84055 0.119 -0.017 -0.067
O 1.48314 0.91723 -2.61301 -0.137 -0.037 0.380
C 3.62079 0.59314 -1.60288 0.045 0.081 0.019
C 4.99568 0.45993 -1.75700 0.049 -0.005 0.021
C 5.78506 0.34595 -0.62329 -0.062 0.002 0.007
C 5.18539 0.34797 0.62651 0.037 0.041 -0.043
C 3.80295 0.46770 0.69926 0.055 -0.104 0.039
N 3.05830 0.60397 -0.39560 -0.337 -0.078 0.039
C 3.09398 0.37660 2.06787 0.178 -0.022 0.089
O 3.83651 0.44661 3.05549 -0.053 -0.007 0.005
O 1.84263 0.21435 2.04112 -0.261 -0.013 -0.337
H 5.40153 0.44385 -2.75807 -0.030 0.004 -0.015
H 6.86161 0.24477 -0.71302 0.004 -0.002 -0.004
H 5.74399 0.25233 1.54627 -0.022 0.003 0.015
O -0.00600 -2.46837 2.29732 0.175 -0.042 0.520
As -1.07289 -2.69687 0.91233 -0.587 -0.148 0.046
O -2.14275 -1.13218 1.34992 0.122 0.205 -0.017
O -0.32119 -1.98137 -0.37781 0.364 0.137 -0.411
C -3.24461 -0.81155 0.67452 -0.118 -0.137 0.005
C -4.16131 -1.81785 0.30621 0.043 -0.029 0.026
C -5.33227 -1.53944 -0.36842 0.011 0.002 0.003
C -5.65618 -0.22889 -0.69830 0.032 0.010 0.014
C -4.77676 0.77589 -0.33580 -0.074 -0.023 -0.042
C -3.58406 0.51410 0.32980 -0.010 0.308 0.112
S -2.58574 1.98705 0.65024 0.012 -0.413 -0.013
O -3.51721 3.03211 1.00635 0.001 0.007 -0.027
O -1.61539 1.61105 1.67061 -0.076 0.143 0.320
O -1.87144 2.21426 -0.62006 -0.318 0.128 -0.208
H 0.51044 -1.65003 2.38365 0.029 0.112 -0.229
H -3.91952 -2.83758 0.58016 -0.018 0.006 -0.005
H -6.00020 -2.35246 -0.63095 -0.004 -0.004 -0.002
H -6.57524 0.00599 -1.22023 -0.003 -0.001 -0.005
H -5.00330 1.81068 -0.55943 -0.015 -0.005 -0.005
```
Forces are in eV/Å.

=====

No. 2
DFT (the ωB97M-V functional and the def2-TZVPD basis) results for a 2-piece molecular cluster, C2H2F2O3 overall at a distorted geometry.

Properties
- lowest unoccupied orbital energy (eV) = 0.70
- relative energy (zero: lowest compared OMol25 entry of this formula, charge and spin) (kcal/mol) = 48.2
- charge = 0

Structure (XYZ):
```
9
Properties=species:S:1:pos:R:3:forces:R:3
C 1.57161 -0.17371 0.02121 0.210 0.804 -2.671
C -1.53955 0.18954 0.35371 -0.161 0.628 0.014
O 0.73179 -0.21430 -0.81890 0.041 -0.314 -0.493
O 1.47863 -0.03275 1.26122 -1.633 0.411 4.351
O -1.86431 -0.75071 -0.44442 -0.306 0.383 -1.515
F 2.85806 -0.11820 -0.25535 0.912 -0.456 -0.801
F -1.77967 1.36335 -0.28876 0.276 -0.404 0.288
H 0.53554 0.10867 1.55258 0.690 -0.360 -0.569
H -1.99210 -0.37188 -1.38129 -0.029 -0.692 1.396
```
Forces are in eV/Å.